Entry 1:
C43H50AlClN8P as an isolated structure in a non-equilibrium geometry, computed with ωB97M-V/def2-TZVPD.

Calculated values
E_LUMO, Eh: 0.063
Net charge: -1

Each line ends with the Löwdin charge.
Cartesian coordinates (Å):
C1 2.613 -4.715 -3.732  -0.188
C2 1.917 -4.530 -5.112  -0.538
P1 0.104 -4.980 -5.187  0.640
C3 -0.176 -6.618 -4.300  -0.424
Al1 -1.130 -3.437 -3.875  -0.302
Cl1 -0.399 -1.393 -4.483  -0.006
H1 1.949 -4.607 -2.876  0.047
H2 3.368 -3.930 -3.636  0.030
H3 3.179 -5.650 -3.695  0.050
H4 2.511 -5.061 -5.863  0.033
H5 1.990 -3.470 -5.367  0.031
H6 -1.169 -6.956 -4.611  0.002
H7 0.521 -7.408 -4.588  0.009
H8 -0.236 -6.453 -3.220  -0.010
H9 -2.684 -3.681 -4.210  -0.159
H10 -0.869 -3.773 -2.327  -0.144
N1 5.464 -3.338 -5.220  0.076
C4 6.083 -2.180 -4.986  -0.142
C5 7.417 -1.944 -5.280  -0.082
C6 8.155 -2.970 -5.847  -0.096
C7 7.532 -4.182 -6.097  -0.083
C8 6.192 -4.312 -5.767  -0.146
H11 5.465 -1.409 -4.539  0.109
H12 7.865 -0.982 -5.070  0.096
H13 9.201 -2.828 -6.091  0.099
H14 8.073 -5.009 -6.538  0.096
H15 5.660 -5.239 -5.947  0.105
N2 2.063 -1.053 -0.621  0.064
C9 2.597 -0.347 0.380  -0.175
C10 2.310 0.986 0.624  -0.107
C11 1.418 1.629 -0.220  -0.100
C12 0.852 0.919 -1.264  -0.061
C13 1.202 -0.413 -1.423  -0.139
H16 3.290 -0.892 1.012  0.093
H17 2.770 1.507 1.454  0.088
H18 1.165 2.672 -0.062  0.099
H19 0.151 1.386 -1.943  0.088
H20 0.775 -0.999 -2.231  0.024
N3 -2.503 2.599 -1.226  0.075
C14 -2.570 2.669 -2.558  -0.145
C15 -2.544 3.859 -3.270  -0.077
C16 -2.447 5.046 -2.560  -0.115
C17 -2.376 4.996 -1.176  -0.078
C18 -2.406 3.753 -0.561  -0.151
H21 -2.645 1.715 -3.069  0.110
H22 -2.599 3.856 -4.350  0.105
H23 -2.423 5.997 -3.076  0.096
H24 -2.298 5.900 -0.586  0.095
H25 -2.348 3.659 0.517  0.059
N4 -1.387 2.527 2.395  0.065
C19 -2.051 3.324 3.235  -0.162
C20 -2.092 3.134 4.607  -0.077
C21 -1.409 2.052 5.141  -0.092
C22 -0.716 1.211 4.288  -0.061
C23 -0.736 1.493 2.931  -0.128
H26 -2.574 4.155 2.772  0.094
H27 -2.645 3.816 5.241  0.094
H28 -1.413 1.866 6.206  0.067
H29 -0.170 0.358 4.665  0.105
H30 -0.206 0.868 2.222  0.101
N5 -5.187 7.249 -5.181  0.061
C24 -5.041 6.782 -3.938  -0.153
C25 -5.405 7.486 -2.802  -0.069
C26 -5.949 8.750 -2.959  -0.086
C27 -6.109 9.256 -4.239  -0.083
C28 -5.715 8.468 -5.309  -0.161
H31 -4.612 5.792 -3.864  0.085
H32 -5.264 7.055 -1.820  0.102
H33 -6.245 9.334 -2.096  0.102
H34 -6.529 10.238 -4.404  0.097
H35 -5.824 8.820 -6.329  0.100
N6 -0.066 0.895 8.113  0.045
C29 -0.722 1.693 8.961  -0.155
C30 -0.754 1.503 10.332  -0.071
C31 -0.071 0.420 10.860  -0.080
C32 0.613 -0.423 10.001  -0.068
C33 0.585 -0.142 8.644  -0.133
H36 -1.244 2.527 8.502  0.101
H37 -1.301 2.185 10.969  0.101
H38 -0.073 0.235 11.927  0.105
H39 1.158 -1.280 10.373  0.102
H40 1.109 -0.771 7.934  0.111
N7 -1.984 -8.207 -1.490  0.074
C34 -3.297 -8.265 -1.264  -0.146
C35 -4.029 -9.442 -1.261  -0.083
C36 -3.361 -10.630 -1.510  -0.097
C37 -1.997 -10.593 -1.751  -0.084
C38 -1.361 -9.362 -1.728  -0.153
H41 -3.775 -7.309 -1.079  0.107
H42 -5.093 -9.427 -1.069  0.095
H43 -3.897 -11.572 -1.519  0.098
H44 -1.440 -11.497 -1.952  0.095
H45 -0.295 -9.281 -1.910  0.104
N8 2.618 2.649 5.444  0.067
C39 3.418 3.520 4.825  -0.156
C40 3.440 4.878 5.098  -0.080
C41 2.579 5.367 6.067  -0.089
C42 1.737 4.481 6.721  -0.074
C43 1.795 3.140 6.376  -0.153
H46 4.072 3.093 4.073  0.100
H47 4.112 5.536 4.564  0.098
H48 2.563 6.422 6.309  0.101
H49 1.049 4.824 7.483  0.096
H50 1.158 2.410 6.861  0.066

Atoms 1-2, force components in eV/Å:
0.5 0.5 -0.6
0.1 -0.3 1.2

Entry 2:
A 3-piece molecular cluster, C43H50BN5O13S4 overall in a non-equilibrium geometry, computed with ωB97M-V/def2-TZVPD.

Calculated values
SMILES string: [H]/N=C/C[C@]1(B(C)O)CS(=O)(=O)O[C@@H](CCCSC(=S)N(c2ccccc2)c2ccccc2)[C@]1(CCCCSc1nnco1)NCC.O=C1C=C(O)C(=O)C=C1O.O=C1C=C(O)C(=O)C=C1O
E_LUMO, Eh: -0.059

Each line ends with the Löwdin charge.
Cartesian coordinates (Å):
C1 -0.136 -2.510 1.359  -0.059
C2 -1.210 -1.504 0.920  -0.247
N1 -1.818 -1.761 -0.355  0.037
C3 -1.237 -1.417 -1.640  -0.314
C4 -2.222 -0.541 -2.422  -0.105
C5 -3.573 -1.176 -2.816  -0.173
C6 -4.706 -0.945 -1.818  -0.245
C7 -6.016 -1.442 -2.454  -0.462
S1 -7.493 -1.047 -1.474  1.004
C8 -7.412 -2.285 -0.257  -0.702
N2 -8.370 -2.704 0.495  0.049
N3 -7.803 -3.660 1.326  0.056
C9 -6.568 -3.748 1.010  -0.175
O1 -6.237 -2.896 -0.009  -0.032
C10 0.047 -0.607 -1.449  -0.275
C11 -0.137 0.864 -1.061  -0.116
C12 1.154 1.465 -0.472  -0.208
C13 0.931 2.209 0.855  -0.432
S2 1.901 1.533 2.242  0.922
C14 0.693 1.318 3.521  -1.080
S3 0.741 -0.032 4.405  0.743
N4 -0.166 2.453 3.686  -0.112
C15 -1.475 2.326 3.093  -0.252
C16 -2.048 3.501 2.599  -0.017
C17 -3.306 3.502 2.010  -0.071
C18 -4.025 2.314 1.896  -0.084
C19 -3.443 1.145 2.362  -0.075
C20 -2.181 1.139 2.961  -0.041
C21 -0.205 3.005 5.023  -0.246
C22 0.351 4.267 5.203  -0.014
C23 0.325 4.888 6.450  -0.076
C24 -0.259 4.240 7.533  -0.087
C25 -0.806 2.972 7.372  -0.067
C26 -0.788 2.373 6.115  -0.039
O2 0.789 -0.530 -2.699  -0.159
S4 1.738 -1.798 -2.831  0.637
O3 2.861 -1.679 -1.953  -0.258
O4 2.034 -1.969 -4.216  -0.237
C27 0.659 -3.114 -2.320  -0.139
C28 -0.879 -2.782 -2.414  -0.223
C29 -1.490 -4.033 -1.719  -0.130
C30 -2.962 -4.225 -1.830  -0.221
N5 -3.696 -4.257 -0.797  0.128
B1 -1.120 -2.810 -4.010  -0.477
C31 -1.579 -4.115 -4.794  0.017
O5 -0.878 -1.701 -4.809  0.120
H1 0.200 -2.261 2.361  0.047
H2 -0.575 -3.506 1.417  0.073
H3 0.703 -2.571 0.670  0.059
H4 -1.990 -1.600 1.673  0.113
H5 -0.799 -0.503 1.076  0.088
H6 -2.791 -1.986 -0.361  0.083
H7 -2.500 0.310 -1.805  0.116
H8 -1.780 -0.097 -3.307  0.115
H9 -3.893 -0.645 -3.716  0.120
H10 -3.520 -2.223 -3.111  0.091
H11 -4.588 -1.540 -0.922  0.075
H12 -4.832 0.115 -1.617  0.115
H13 -5.968 -2.530 -2.470  0.074
H14 -6.139 -1.103 -3.477  0.083
H15 -5.793 -4.361 1.425  0.128
H16 0.694 -1.025 -0.679  0.121
H17 -0.357 1.386 -1.989  0.125
H18 -0.990 1.020 -0.407  0.110
H19 1.933 0.714 -0.364  0.101
H20 1.517 2.199 -1.179  0.096
H21 1.200 3.252 0.746  0.052
H22 -0.118 2.176 1.126  0.052
H23 -1.512 4.433 2.695  0.117
H24 -3.712 4.434 1.651  0.102
H25 -5.008 2.312 1.457  0.099
H26 -3.965 0.202 2.299  0.101
H27 -1.768 0.212 3.320  0.073
H28 0.794 4.803 4.376  0.111
H29 0.738 5.874 6.584  0.100
H30 -0.292 4.719 8.500  0.100
H31 -1.256 2.423 8.183  0.102
H32 -1.223 1.394 5.994  0.090
H33 0.930 -3.524 -1.352  0.113
H34 0.842 -3.898 -3.052  0.118
H35 -1.039 -4.882 -2.241  0.120
H36 -1.145 -4.122 -0.699  0.104
H37 -3.426 -4.360 -2.803  0.106
H38 -4.669 -4.404 -1.065  0.041
H39 -1.308 -4.006 -5.839  0.071
H40 -2.670 -4.147 -4.765  0.065
H41 -1.162 -5.037 -4.400  0.068
H42 -1.715 -1.272 -5.016  0.110
C32 4.386 4.342 -2.443  0.081
C33 4.639 5.484 -3.097  -0.235
C34 4.335 6.830 -2.495  -0.314
O6 4.611 7.817 -3.150  0.111
C35 3.730 6.876 -1.175  0.076
C36 3.477 5.734 -0.522  -0.231
C37 3.801 4.390 -1.117  -0.301
O7 3.547 3.403 -0.451  0.093
O8 2.931 5.697 0.688  0.113
O9 5.169 5.521 -4.312  0.121
H43 4.600 3.370 -2.865  0.139
H44 3.504 7.847 -0.757  0.136
H45 2.874 4.753 0.932  0.104
H46 5.246 6.467 -4.545  0.121
C38 8.322 -3.009 0.914  0.072
C39 7.542 -4.066 0.655  -0.238
C40 6.178 -3.917 0.037  -0.311
O10 5.545 -4.936 -0.179  0.103
C41 5.695 -2.582 -0.258  0.082
C42 6.472 -1.523 0.004  -0.231
C43 7.846 -1.672 0.598  -0.315
O11 8.496 -0.661 0.790  0.104
O12 6.100 -0.272 -0.236  0.120
O13 7.905 -5.317 0.915  0.112
H47 9.304 -3.105 1.355  0.134
H48 4.707 -2.482 -0.689  0.109
H49 6.847 0.289 0.045  0.118
H50 7.158 -5.876 0.626  0.118

Atoms 1-2, force components in eV/Å:
-0.5 -0.2 -0.2
0.3 -0.7 0.8

Entry 3:
A 3-piece molecular cluster, C43H50F16N2O10 overall, computed with ωB97M-V/def2-TZVPD.

Calculated values
SMILES string: CNCc1c(CCC(=O)O)ccc2c1C(=O)c1c(CCCN)c(CCOC(C)=O)c(CCCCOC(C)=O)c(C)c1C2=O.FC(F)C(F)(F)COC(F)(F)C(F)F.FC(F)C(F)(F)COC(F)(F)C(F)F
E_LUMO, Eh: -0.031

Each line ends with the Löwdin charge.
Cartesian coordinates (Å):
C1 4.600 -1.816 -0.483  -0.090
N1 3.243 -1.430 -0.902  -0.076
C2 3.140 -0.201 -1.712  -0.143
C3 2.280 0.858 -1.065  -0.082
C4 2.853 1.972 -0.432  -0.164
C5 4.347 2.197 -0.370  -0.120
C6 4.999 2.474 -1.753  -0.076
C7 6.270 1.679 -1.948  -0.523
O1 7.136 1.614 -1.128  0.140
O2 6.417 1.074 -3.174  0.077
C8 2.039 2.931 0.169  -0.015
C9 0.659 2.800 0.172  0.010
C10 0.098 1.689 -0.436  -0.080
C11 0.887 0.727 -1.068  -0.018
C12 0.130 -0.386 -1.737  -0.247
O3 0.447 -0.799 -2.828  0.128
C13 -1.084 -0.874 -0.998  -0.026
C14 -1.478 -2.214 -1.007  -0.095
C15 -0.745 -3.218 -1.867  -0.130
C16 0.662 -3.618 -1.383  -0.167
C17 1.629 -3.881 -2.538  -0.280
N2 2.315 -5.180 -2.353  -0.010
C18 -2.583 -2.578 -0.234  -0.098
C19 -3.005 -4.033 -0.197  -0.094
C20 -1.961 -4.942 0.457  -0.165
O4 -2.648 -5.838 1.344  -0.011
C21 -1.980 -6.982 1.680  -0.520
C22 -0.567 -6.846 2.180  0.019
O5 -2.545 -8.038 1.634  0.131
C23 -3.308 -1.618 0.502  -0.093
C24 -4.521 -2.060 1.304  -0.127
C25 -5.734 -2.291 0.382  -0.159
C26 -6.469 -1.008 -0.031  -0.132
C27 -6.080 -0.454 -1.420  -0.137
O6 -4.906 -1.071 -1.965  -0.035
C28 -5.060 -1.815 -3.081  -0.533
C29 -3.892 -1.736 -4.021  0.035
O7 -6.030 -2.495 -3.282  0.115
C30 -2.949 -0.260 0.449  -0.120
C31 -3.708 0.831 1.167  -0.017
C32 -1.830 0.087 -0.314  -0.040
C33 -1.376 1.497 -0.444  -0.273
O8 -2.134 2.437 -0.578  0.113
H1 4.743 -1.707 0.594  0.071
H2 4.769 -2.871 -0.710  0.067
H3 5.366 -1.237 -0.999  0.074
H4 2.699 -1.286 -0.062  0.084
H5 4.136 0.205 -1.856  0.073
H6 2.698 -0.451 -2.676  0.111
H7 4.504 3.080 0.248  0.113
H8 4.854 1.391 0.156  0.110
H9 5.274 3.528 -1.807  0.134
H10 4.305 2.265 -2.564  0.119
H11 5.732 0.409 -3.311  0.101
H12 2.491 3.784 0.658  0.117
H13 0.022 3.548 0.625  0.120
H14 -0.695 -2.821 -2.879  0.106
H15 -1.356 -4.116 -1.930  0.099
H16 0.581 -4.577 -0.864  0.092
H17 1.063 -2.876 -0.693  0.094
H18 2.349 -3.063 -2.630  0.084
H19 1.088 -3.939 -3.483  0.110
H20 2.958 -5.308 -3.128  0.059
H21 2.910 -5.112 -1.532  0.056
H22 -3.222 -4.382 -1.207  0.131
H23 -3.908 -4.161 0.385  0.098
H24 -1.247 -4.334 1.021  0.132
H25 -1.382 -5.506 -0.278  0.124
H26 -0.570 -6.649 3.252  0.097
H27 -0.067 -7.796 2.010  0.092
H28 0.006 -6.063 1.689  0.068
H29 -4.271 -2.986 1.820  0.113
H30 -4.758 -1.338 2.077  0.098
H31 -5.406 -2.846 -0.494  0.100
H32 -6.434 -2.934 0.918  0.118
H33 -6.317 -0.231 0.717  0.096
H34 -7.536 -1.233 -0.044  0.111
H35 -5.835 0.605 -1.336  0.118
H36 -6.917 -0.541 -2.108  0.121
H37 -3.052 -1.188 -3.602  0.077
H38 -3.569 -2.754 -4.240  0.092
H39 -4.224 -1.292 -4.957  0.094
H40 -3.007 1.482 1.693  0.090
H41 -4.423 0.457 1.886  0.062
H42 -4.203 1.473 0.439  0.084
C34 -2.226 5.678 -0.891  -0.047
C35 -3.286 6.733 -1.227  -0.440
C36 -3.509 7.075 -2.702  -0.306
F1 -2.396 7.604 -3.249  0.097
F2 -4.498 7.993 -2.788  0.098
F3 -3.061 7.864 -0.525  0.135
F4 -4.476 6.215 -0.801  0.102
O9 -0.953 6.143 -0.474  0.047
C37 0.046 6.431 -1.355  -0.545
C38 0.464 7.906 -1.280  -0.287
F5 -0.580 8.706 -1.561  0.105
F6 1.436 8.127 -2.193  0.099
F7 -0.250 6.069 -2.613  0.159
F8 1.138 5.717 -0.977  0.130
H43 -2.613 5.161 -0.016  0.142
H44 -2.146 4.921 -1.671  0.138
H45 -3.804 6.185 -3.263  0.173
H46 0.840 8.136 -0.281  0.175
C39 4.120 1.148 6.085  -0.037
C40 3.954 -0.284 6.611  -0.444
C41 5.031 -1.310 6.246  -0.307
F9 5.085 -1.500 4.913  0.095
F10 4.716 -2.488 6.828  0.102
F11 2.737 -0.761 6.279  0.138
F12 4.007 -0.188 7.971  0.103
O10 3.386 1.504 4.927  0.056
C42 3.872 1.310 3.668  -0.542
C43 2.983 0.358 2.860  -0.262
F13 2.894 -0.845 3.455  0.109
F14 3.543 0.184 1.636  0.081
F15 5.153 0.904 3.662  0.158
F16 3.825 2.501 3.023  0.141
H47 3.696 1.776 6.867  0.150
H48 5.172 1.421 5.999  0.149
H49 6.011 -0.988 6.609  0.174
H50 1.981 0.776 2.743  0.179

Atoms 1-2, force components in eV/Å:
-0.2 -0.4 0.0
0.2 0.4 0.4

Entry 4:
C43H51MnN8SSbSe2 as an isolated structure in a non-equilibrium geometry, computed with ωB97M-V/def2-TZVPD.

Calculated values
Spin multiplicity: 2
E_LUMO (spin up / spin down), Eh: -0.211 / -0.212
Net charge: +2

Each line ends with the Löwdin charge.
Cartesian coordinates (Å):
Mn1 0.104 0.996 -0.480  0.159
Se1 5.740 6.044 -1.463  1.211
N1 5.677 4.267 -1.473  -0.207
C1 4.420 3.931 -1.361  -0.339
C2 3.955 2.546 -1.351  -0.073
C3 4.812 1.451 -1.454  0.042
C4 4.272 0.184 -1.473  -0.005
C5 2.892 0.036 -1.378  -0.095
N2 2.060 1.069 -1.257  0.029
C6 2.589 2.309 -1.244  -0.148
C7 1.634 3.408 -1.095  -0.138
N3 0.344 3.052 -0.922  0.032
C8 -0.553 4.022 -0.752  -0.090
C9 -0.221 5.373 -0.763  0.000
C10 1.096 5.737 -0.941  0.047
C11 2.053 4.735 -1.107  -0.066
C12 3.479 5.010 -1.261  -0.338
N4 3.979 6.217 -1.294  -0.207
H1 5.880 1.619 -1.521  0.133
H2 4.899 -0.691 -1.570  0.121
H3 2.434 -0.940 -1.421  0.082
H4 -1.578 3.714 -0.600  0.112
H5 -0.995 6.113 -0.624  0.125
H6 1.406 6.773 -0.946  0.134
S1 -6.436 2.008 -1.012  1.012
C13 -4.689 1.671 -0.898  -0.487
C14 -3.854 1.887 -1.987  -0.041
C15 -2.498 1.657 -1.852  -0.122
N5 -1.947 1.223 -0.713  -0.093
C16 -2.761 0.968 0.323  -0.129
C17 -4.124 1.178 0.273  -0.035
C18 -6.368 3.670 -0.352  -0.518
C19 -6.393 3.894 1.016  -0.080
C20 -6.328 5.205 1.466  -0.131
N6 -6.249 6.258 0.656  0.073
C21 -6.254 6.028 -0.653  -0.130
C22 -6.312 4.757 -1.210  -0.077
H7 -4.253 2.239 -2.928  0.121
H8 -1.821 1.831 -2.680  0.127
H9 -2.298 0.573 1.219  0.075
H10 -4.741 0.956 1.133  0.120
H11 -6.477 3.074 1.716  0.105
H12 -6.349 5.419 2.528  0.112
H13 -6.212 6.902 -1.294  0.113
H14 -6.322 4.622 -2.283  0.107
C23 -1.132 -0.607 3.468  -0.190
C24 0.286 -0.051 3.553  -0.407
Sb1 0.691 1.440 2.086  1.477
C25 -0.232 3.167 2.947  -0.410
C26 -0.086 3.319 4.458  -0.162
C27 2.783 1.775 2.384  -0.406
C28 3.286 1.504 3.800  -0.164
H15 -1.306 -1.344 4.253  0.083
H16 -1.309 -1.102 2.510  0.031
H17 -1.881 0.179 3.597  0.068
H18 1.027 -0.841 3.417  0.041
H19 0.475 0.412 4.522  0.055
H20 -1.285 3.114 2.660  0.046
H21 0.194 4.024 2.420  0.047
H22 -0.489 2.461 4.996  0.064
H23 -0.631 4.199 4.802  0.081
H24 0.955 3.447 4.753  0.062
H25 2.972 2.809 2.087  0.054
H26 3.295 1.136 1.659  0.037
H27 2.841 2.183 4.526  0.061
H28 4.367 1.638 3.849  0.080
H29 3.070 0.485 4.120  0.063
C29 -0.310 -4.797 1.516  -0.096
C30 0.670 -4.150 2.490  -0.231
C31 2.098 -4.001 1.961  -0.172
C32 2.283 -2.958 0.862  -0.137
N7 1.766 -3.360 -0.448  -0.006
C33 0.759 -2.775 -1.124  -0.604
Se2 -0.336 -1.388 -0.506  0.836
N8 0.571 -3.425 -2.281  0.006
C34 -0.356 -3.041 -3.355  -0.132
C35 -1.811 -3.441 -3.142  -0.192
C36 -2.095 -4.944 -3.121  -0.235
C37 -1.712 -5.652 -1.823  -0.092
C38 1.513 -4.450 -2.376  -0.152
C39 1.742 -5.400 -3.365  0.010
C40 2.782 -6.282 -3.148  -0.047
C41 3.571 -6.217 -1.990  -0.049
C42 3.333 -5.282 -1.003  0.009
C43 2.271 -4.408 -1.215  -0.139
H30 -1.232 -5.075 2.026  0.084
H31 0.110 -5.708 1.081  0.085
H32 -0.585 -4.127 0.701  0.024
H33 0.720 -4.755 3.396  0.116
H34 0.294 -3.166 2.793  0.087
H35 2.457 -4.974 1.618  0.107
H36 2.754 -3.699 2.780  0.121
H37 3.344 -2.728 0.730  0.132
H38 1.765 -2.037 1.131  0.076
H39 0.027 -3.510 -4.261  0.126
H40 -0.268 -1.962 -3.480  0.112
H41 -2.358 -2.984 -3.970  0.121
H42 -2.185 -2.981 -2.224  0.081
H43 -1.604 -5.423 -3.974  0.108
H44 -3.167 -5.076 -3.277  0.112
H45 -0.634 -5.760 -1.700  0.054
H46 -2.137 -6.655 -1.794  0.083
H47 -2.097 -5.106 -0.959  0.071
H48 1.141 -5.455 -4.262  0.118
H49 2.995 -7.040 -3.889  0.118
H50 4.385 -6.918 -1.868  0.117
H51 3.950 -5.234 -0.117  0.118

Atoms 1-2, force components in eV/Å:
0.6 0.6 -1.4
-0.1 0.0 0.0